one.
2 unconnected molecules or ions with the total composition C6H11NO, computed with the ωB97M-V functional and the def2-TZVPD basis.

The geometry in XYZ format:
```
19
C6H11NO, DFT the ωB97M-V functional and the def2-TZVPD basis
C 1.36709 -0.78731 0.98820
C 0.81588 -1.10893 -1.31435
C -0.89079 1.47619 1.04978
N 0.58318 -0.25293 -0.14252
C -0.05366 1.75770 -1.91364
C -0.79527 0.24807 0.16971
C -1.86281 -0.57172 0.13411
O 0.87338 2.34633 -1.98811
H 1.26558 -0.19816 1.90224
H 1.05995 -1.81447 1.20922
H 0.31418 -0.70892 -2.19468
H 1.87898 -1.12209 -1.57078
H 0.44828 -2.13321 -1.20971
H 2.43378 -0.80757 0.74885
H 0.06186 1.96363 1.27123
H -1.39767 1.32341 2.00666
H -1.45519 2.24433 0.51539
H -1.82386 -1.60578 -0.18054
H -2.82289 -0.24859 0.51895
```

Summary:
E_HOMO, eV: -8.233
Charge: 0
Lowest unoccupied orbital energy, eV: 1.0
Frontier orbital gap, eV: 9.20

Atom charges from the natural (NBO) analysis, given in e for atoms 1 to 2: atom 1 (C): -0.400, atom 2 (C): -0.414

two.
C6H11NO in the gas phase, computed with the ωB97M-V functional and the def2-TZVPD basis.

The geometry in XYZ format:
```
19
C6H11NO, DFT the ωB97M-V functional and the def2-TZVPD basis
C 0.62528 -0.22492 0.03923
C 0.98186 1.28658 -0.14928
C -0.37211 1.96618 0.50586
C -0.80595 -0.16696 -0.39895
C -0.79450 -1.67723 -0.59181
C 0.73145 -1.59008 -0.68639
H 0.81372 -1.13348 1.83733
H 1.97221 1.54105 0.27255
H 0.90355 1.59735 -1.20623
H -0.26818 2.38238 1.52559
H -0.81305 2.79338 -0.07668
H -1.48848 0.39732 1.43499
H -0.79150 0.36504 -1.41364
H -1.05047 -2.10190 0.35819
H -1.43106 -2.13733 -1.34104
H 0.96900 -1.46070 -1.77343
H 1.42201 -2.37621 -0.35971
N -1.44406 0.81870 0.53645
O 0.84028 -0.27918 1.48695
```

Summary:
E_HOMO, eV: -8.613
SMILES: O[C@]12CCN[C@@H]1CC2
Charge: 0
Lowest unoccupied orbital energy, eV: 0.9
Frontier orbital gap, eV: 9.49

Atom charges from the natural (NBO) analysis, given in e for atoms 1 to 2: atom 1 (C): 0.233, atom 2 (C): -0.427

three.
2 unconnected molecules or ions with the total composition C6H11NO, computed with the ωB97M-V functional and the def2-TZVPD basis.

The geometry in XYZ format:
```
19
C6H11NO, DFT the ωB97M-V functional and the def2-TZVPD basis
C -1.02242 0.67384 -0.70539
C -1.26619 -0.71141 -0.28618
C -1.73209 -1.18715 0.85479
C 0.54020 0.48296 -0.98587
C 1.01526 -0.92900 -1.00455
C 1.63825 0.11262 -0.04687
H -0.20071 1.35793 0.98960
H -1.88254 1.71883 0.94448
H -1.43320 1.07869 -1.55159
H -1.29864 -1.24937 -1.40231
H -1.12577 -0.70732 1.75788
H -1.99988 -2.27471 1.00938
H 0.69957 0.90472 -1.88277
H 0.44734 -1.61839 -0.23655
H 1.56341 -1.49486 -1.97376
H 2.42543 0.78707 -0.24528
H 3.26465 -0.03423 1.99809
N -1.01173 1.60641 0.41118
O 1.44805 -0.04556 1.34487
```

Summary:
E_HOMO, eV: -8.868
Charge: 0
Lowest unoccupied orbital energy, eV: -2.6
Frontier orbital gap, eV: 6.26

Atom charges from the natural (NBO) analysis, given in e for atoms 1 to 2: atom 1 (C): -0.106, atom 2 (C): -0.148

Which of them is most stable, and which least? Most stable: one; least stable: three.

one.
A molecular structure, C6H11NO, computed with the ωB97M-V functional and the def2-TZVPD basis.

The geometry in XYZ format:
```
19
C6H11NO, DFT the ωB97M-V functional and the def2-TZVPD basis
C 1.11051 1.21386 -1.33572
C -0.33200 1.76037 -1.08888
C -0.19167 0.05120 0.49898
C 0.22490 0.83115 1.72469
C -0.05431 -2.25282 -0.56150
C -0.66622 -1.41742 0.55425
N 1.43992 0.28884 -0.58065
O -1.02963 0.67958 -0.36096
H 1.72016 1.65634 -2.05547
H -0.46080 2.72694 -0.60872
H -0.68381 1.89367 -2.11898
H 0.00813 0.28729 2.61247
H -0.22539 1.83231 1.97489
H 1.23999 0.97027 1.79502
H -0.83565 -2.25214 -1.34989
H 0.17391 -3.20100 -0.17991
H 0.85244 -1.61583 -0.83486
H -0.56986 -1.97057 1.49900
H -1.72061 -1.48204 0.41625
```

Summary:
E_HOMO, eV: -8.743
Charge: 0
Lowest unoccupied orbital energy, eV: 1.0
Frontier orbital gap, eV: 9.74

Atom charges from the natural (NBO) analysis, given in e for atoms 1 to 2: atom 1 (C): 0.016, atom 2 (C): -0.146

two.
2 unconnected molecules or ions with the total composition C6H11NO, computed with the ωB97M-V functional and the def2-TZVPD basis.

The geometry in XYZ format:
```
19
C6H11NO, DFT the ωB97M-V functional and the def2-TZVPD basis
C 1.53841 -0.24721 0.02563
C 1.32035 -1.38294 0.96493
C -2.18095 0.11334 0.05224
C -1.34461 1.32250 0.32877
C 1.36578 -0.27134 -1.26286
C 1.14541 -0.26046 -2.54016
O 1.76604 1.00515 0.54893
N -0.99363 1.67228 1.52444
H 1.13184 1.15316 1.28149
H -1.41238 1.04156 2.21869
H -1.04259 1.94206 -0.53267
H 1.12039 -1.03115 1.98155
H 0.46871 -1.99456 0.64818
H 2.20794 -2.02311 0.99382
H -2.08840 -0.61170 0.86485
H -1.84332 -0.34683 -0.88011
H -3.22445 0.41410 -0.05930
H 0.79865 -1.15057 -3.05117
H 1.26683 0.65572 -3.10725
```

Summary:
E_HOMO (alpha / beta), eV: -7.197 / -7.541
SMILES: C=C=C(C)O.[H]/N=C\C
Charge: 0
Lowest unoccupied orbital energy (alpha / beta), eV: 0.7 / 0.0
Frontier orbital gap (alpha / beta), eV: 7.87 / 7.50

Atom charges from the natural (NBO) analysis, given in e for atoms 1 to 2: atom 1 (C): 0.238, atom 2 (C): -0.675

three.
C6H11NO in the gas phase, computed with the ωB97M-V functional and the def2-TZVPD basis.

The geometry in XYZ format:
```
19
C6H11NO, DFT the ωB97M-V functional and the def2-TZVPD basis
C 0.32068 1.71804 -1.33718
C -0.56543 0.49619 -1.10671
C 0.04215 -0.21864 0.09875
C -0.08845 -1.68959 0.24714
C -0.72996 -0.06722 1.36054
C 1.50030 0.26438 0.14989
H -0.03533 2.61777 -0.78763
H 0.47189 1.90367 -2.37231
H -1.69741 0.76635 -0.97328
H -0.69211 -0.05165 -2.07227
H -0.78246 -2.11448 -0.48975
H 0.64582 -2.46572 0.35710
H -1.42510 -1.98396 1.84148
H -1.66634 0.44913 1.13108
H -0.28764 0.48990 2.19493
H 1.80526 0.70397 1.11675
H 2.21074 -0.57556 -0.03504
N -0.63600 -1.47821 1.55692
O 1.60938 1.23564 -0.88043
```

Summary:
E_HOMO, eV: -8.731
SMILES: C1CC2(CNC2)CO1
Charge: 0
Lowest unoccupied orbital energy, eV: 0.9
Frontier orbital gap, eV: 9.62

Atom charges from the natural (NBO) analysis, given in e for atoms 1 to 2: atom 1 (C): -0.068, atom 2 (C): -0.416

Which of them is most stable, and which least? Most stable: three; least stable: two.

one.
C6H11NO in the gas phase, computed with the ωB97M-V functional and the def2-TZVPD basis.

The geometry in XYZ format:
```
19
C6H11NO, DFT the ωB97M-V functional and the def2-TZVPD basis
C 0.94416 -1.87792 0.43301
C -2.44927 0.64258 0.69825
N 1.18179 -0.91700 -0.62597
C -1.18795 0.50899 -0.10555
C 1.23676 0.44074 -0.30343
C 0.01281 0.90865 0.34970
C 2.24584 1.24317 -0.67488
O -1.36161 0.13602 -1.40921
H -2.27840 -0.13193 -1.55345
H 1.96317 -1.19234 -1.20805
H 0.09019 1.43483 1.28818
H 1.76823 -1.93847 1.15698
H 0.81386 -2.86523 -0.02272
H 0.03632 -1.61355 0.96807
H -3.12813 1.35006 0.22160
H -2.96167 -0.31715 0.79105
H -2.23692 1.01870 1.69407
H 3.12806 0.86152 -1.16998
H 2.18277 2.30835 -0.52768
```

Summary:
E_HOMO, eV: -7.696
SMILES: C=C(/C=C(/C)O)NC
Charge: 0
Lowest unoccupied orbital energy, eV: 0.8
Frontier orbital gap, eV: 8.52

Atom charges from the natural (NBO) analysis, given in e for atoms 1 to 2: atom 1 (C): -0.408, atom 2 (C): -0.676

two.
2 unconnected molecules or ions with the total composition C6H11NO, computed with the ωB97M-V functional and the def2-TZVPD basis.

The geometry in XYZ format:
```
19
C6H11NO, DFT the ωB97M-V functional and the def2-TZVPD basis
C 0.38258 0.01865 1.12375
C 0.53401 0.82070 -0.17290
C -0.98156 -0.67881 1.19360
C 0.70864 0.03966 -1.43581
N 0.61519 0.93322 2.23689
C -1.29950 0.55857 -3.11559
C 0.87952 -1.26275 -1.58019
O -2.14732 0.80264 -2.39978
H 1.17925 -0.73171 1.17193
H -0.10275 1.65067 2.25055
H 0.56035 0.43507 3.11966
H 0.61415 0.64642 -2.38426
H 1.40150 1.47691 -0.05716
H -0.33689 1.47570 -0.28499
H -1.05748 -1.28541 2.09628
H -1.13649 -1.32205 0.33114
H -1.77982 0.06453 1.21086
H 0.95622 -1.94202 -0.74689
H 1.01037 -1.70000 -2.55707
```

Summary:
E_HOMO, eV: -9.374
Charge: 0
Lowest unoccupied orbital energy, eV: 1.0
Frontier orbital gap, eV: 10.39

Atom charges from the natural (NBO) analysis, given in e for atoms 1 to 2: atom 1 (C): -0.045, atom 2 (C): -0.462

three.
C6H11NO in the gas phase, computed with the ωB97M-V functional and the def2-TZVPD basis.

The geometry in XYZ format:
```
19
C6H11NO, DFT the ωB97M-V functional and the def2-TZVPD basis
C -0.11373 1.19957 2.50762
N 0.29068 1.66362 1.31440
C 0.03805 0.79435 0.24615
C 0.78173 -0.53080 0.30853
C 0.48933 -1.27009 -0.96766
C -0.55056 -0.87827 -1.98348
C -0.47776 -0.66844 -3.63786
O -0.51558 0.05939 2.85406
H 0.04637 1.72056 3.49877
H -1.06168 0.50445 0.19681
H 0.20328 1.36335 -0.70429
H 1.80408 -0.30439 0.62755
H 0.58535 -1.09838 1.22760
H 0.99535 -2.21816 -1.00582
H 0.97066 -0.57327 -1.68853
H -1.52435 -1.28993 -1.83809
H -0.61054 -1.69868 -3.96619
H 0.53650 -0.33078 -3.76093
H -1.25817 0.01894 -3.97185
```

Summary:
E_HOMO, eV: -7.693
Charge: 0
Lowest unoccupied orbital energy, eV: -3.2
Frontier orbital gap, eV: 4.52

Atom charges from the natural (NBO) analysis, given in e for atoms 1 to 2: atom 1 (C): 0.439, atom 2 (N): -0.518

four.
A molecular structure, C6H11NO, computed with the ωB97M-V functional and the def2-TZVPD basis.

The geometry in XYZ format:
```
19
C6H11NO, DFT the ωB97M-V functional and the def2-TZVPD basis
C -1.57848 -0.35024 -0.94252
C -0.82281 0.94788 -1.34167
C 0.37928 0.82010 -0.38828
C 1.77168 0.65833 0.34159
C 0.84601 -0.26488 1.22080
C 0.09292 -1.50445 0.64872
H -2.31810 -0.13146 -0.14089
H -2.14456 -0.75632 -1.77756
H -0.45282 0.82642 -2.34145
H -1.46119 1.81713 -1.29284
H 0.64680 -0.13477 -0.87821
H 2.08799 1.53046 0.95555
H 2.64111 0.25561 -0.22122
H 1.17001 -0.47226 2.25537
H 0.74918 -2.34327 0.48652
H -0.56843 -1.82513 1.45440
H -0.03118 1.63614 1.45776
N -0.24900 0.75297 1.00490
O -0.75842 -1.46226 -0.50096
```

Summary:
E_HOMO, eV: -8.587
Charge: 0
Lowest unoccupied orbital energy, eV: 1.0
Frontier orbital gap, eV: 9.62

Atom charges from the natural (NBO) analysis, given in e for atoms 1 to 2: atom 1 (C): -0.053, atom 2 (C): -0.412

Which of them is most stable, and which least? Most stable: two; least stable: three.

one.
C6H11NO in the gas phase, computed with the ωB97M-V functional and the def2-TZVPD basis.

The geometry in XYZ format:
```
19
C6H11NO, DFT the ωB97M-V functional and the def2-TZVPD basis
C -0.60943 0.27411 0.21284
C -1.15367 -0.87208 -0.03189
C 1.50715 -0.74106 0.68589
C -0.65764 1.79522 0.14236
C -2.55327 -1.24181 -0.29910
C 2.50575 0.22392 0.05432
N 1.01106 -1.88662 0.01960
O -0.40287 -2.06213 0.17376
H 1.52044 -0.68012 1.81809
H -0.04008 2.01250 0.99334
H -1.70223 2.14654 0.22834
H -0.25197 1.94922 -0.87222
H -3.26388 -0.42021 -0.04430
H -2.73152 -1.94558 0.44210
H -2.63432 -1.47550 -1.35520
H 3.01831 0.64714 0.83563
H 1.97416 1.01475 -0.51025
H 3.12065 -0.37530 -0.53062
H 1.23584 -1.86874 -1.03458
```

Summary:
E_HOMO (alpha / beta), eV: -7.436 / -7.437
Charge: 0
Lowest unoccupied orbital energy (alpha / beta), eV: 0.9 / 0.9
Frontier orbital gap (alpha / beta), eV: 8.37 / 8.37

Atom charges from the natural (NBO) analysis, given in e for atoms 1 to 2: atom 1 (C): -0.031, atom 2 (C): 0.150

two.
2 unconnected molecules or ions with the total composition C6H11NO, computed with the ωB97M-V functional and the def2-TZVPD basis.

The geometry in XYZ format:
```
19
C6H11NO, DFT the ωB97M-V functional and the def2-TZVPD basis
C -0.47107 -2.60132 -0.46823
C -0.61491 -1.23325 0.16545
C -0.77414 -0.69655 1.50184
N -0.59965 0.64172 1.59650
C -0.42913 1.07738 0.33440
C -0.37634 -0.03019 -0.54114
C -0.23681 2.49513 0.01723
H -0.22372 -2.68265 -1.49357
H 0.25096 -3.12665 0.19631
H -1.39222 -3.16075 -0.45136
H -1.09954 -1.22390 2.36831
H -0.97528 1.27097 2.30295
H -0.23069 0.08201 -1.59863
H 0.33596 3.22876 0.55320
H 0.06358 2.49813 -1.12918
H -1.26165 2.81292 -0.02943
H 2.14104 0.52961 -0.54212
H 3.20839 -0.33635 -1.36770
O 2.68521 0.45498 -1.41483
```

Summary:
E_HOMO, eV: -7.571
SMILES: Cc1c[nH]c(C)c1.O
Charge: 0
Lowest unoccupied orbital energy, eV: 0.8
Frontier orbital gap, eV: 8.41

Atom charges from the natural (NBO) analysis, given in e for atoms 1 to 2: atom 1 (C): -0.632, atom 2 (C): -0.087

three.
C6H11NO in the gas phase, computed with the ωB97M-V functional and the def2-TZVPD basis.

The geometry in XYZ format:
```
19
C6H11NO, DFT the ωB97M-V functional and the def2-TZVPD basis
O -0.55968 -3.06948 0.57271
C -1.24013 -2.23097 0.05480
C -0.56526 -0.92230 -0.45968
C -0.25343 -0.09741 0.81201
C 0.96567 0.76682 0.53354
C 2.17317 0.28516 0.80518
C 0.68389 2.04198 -0.19529
N -1.64674 -0.33593 -1.26063
H -2.38713 -2.14898 0.09617
H 0.27550 -1.11905 -1.07658
H 0.09498 -0.76175 1.60308
H -1.07906 0.51737 1.16604
H 3.10076 0.78645 0.62168
H 2.45192 -0.65668 1.26198
H 0.08149 1.81485 -1.16982
H 1.59974 2.56718 -0.45606
H -0.01280 2.70836 0.35436
H -1.90299 0.62289 -1.10053
H -1.77989 -0.76849 -2.16296
```

Summary:
E_HOMO, eV: -8.896
SMILES: C=C(C)C[C@H](N)C=O
Charge: 0
Lowest unoccupied orbital energy, eV: 1.0
Frontier orbital gap, eV: 9.86

Atom charges from the natural (NBO) analysis, given in e for atoms 1 to 2: atom 1 (O): -0.523, atom 2 (C): 0.443

Which of them is most stable, and which least? Most stable: two; least stable: one.